[1]
The following is a DFT calculation (ωB97M-V/def2-TZVPD) of a single C3H5NO2 molecule.

Structure (XYZ):
```
11
Properties=species:S:1:pos:R:3:forces:R:3
N 1.66426 0.78242 0.13894 -0.1 -0.3 -0.2
C 1.40018 -0.04097 -0.77943 0.1 0.2 0.1
O 0.28451 -0.79882 -0.95801 0.0 0.1 0.0
C -0.65502 -0.77610 0.10216 -0.2 0.0 0.2
C -1.22979 0.60409 0.40408 -0.2 0.0 0.3
O -1.64335 0.90091 1.49787 0.1 -0.1 -0.5
H 0.91940 0.85966 0.82999 0.2 0.1 0.1
H 2.10864 -0.22856 -1.58573 -0.2 0.0 0.1
H -0.23598 -1.20887 1.01979 -0.1 0.1 -0.1
H -1.48886 -1.40040 -0.23202 0.1 0.0 0.0
H -1.27748 1.30775 -0.45253 0.0 -0.1 0.1
```
Positions in Å, forces in eV/Å.

Properties
energy: -8775.8805 eV
HOMO energy: -10.3 eV
SMILES: [H]/N=C\OCC=O

***

[2]
The following is a DFT calculation (ωB97M-V/def2-TZVPD) of a single C9H13O3 molecule at a distorted geometry.

Structure (XYZ):
```
25
Properties=species:S:1:pos:R:3:forces:R:3
C 0.36930 -3.16005 1.09606 0.3 0.1 0.0
C 1.00601 -1.86853 1.64127 0.3 -0.1 0.2
C 0.95576 -0.65907 0.74929 -1.4 0.7 -0.1
C 2.08183 -0.00306 0.29798 0.6 -1.4 0.3
C 2.01450 1.01714 -0.67095 0.1 1.3 -1.1
C 0.84481 1.59316 -1.03156 -0.3 0.0 0.0
C -0.45159 1.20059 -0.38393 0.2 -1.6 0.7
C -0.30735 -0.07990 0.41296 2.4 0.6 2.8
O -1.39096 -0.26330 1.21957 -0.8 -0.8 0.3
C -1.05306 2.24712 0.56454 -0.1 0.9 -0.8
O -1.42655 0.79397 -1.39765 -0.2 1.0 0.4
O -1.34890 -0.61476 -1.54768 -0.3 -0.7 -1.2
H 0.52453 -3.96058 1.82100 -0.1 0.0 0.0
H -0.70654 -3.08795 0.92392 0.0 0.1 -0.1
H 0.83970 -3.47598 0.15987 -0.1 0.1 0.1
H 0.55199 -1.62846 2.60738 0.0 0.0 0.0
H 2.06231 -2.07606 1.84470 -0.1 0.0 0.0
H 3.05742 -0.37913 0.63223 -0.4 0.2 -0.3
H 2.94490 1.33344 -1.17092 -0.5 -0.1 0.4
H 0.72243 2.34643 -1.81557 0.4 -0.2 0.3
H -0.84948 -0.90751 -0.72614 -0.4 -0.2 -1.3
H -1.54100 -1.17145 1.54641 0.5 0.6 -0.3
H -0.46448 2.40665 1.47821 0.1 -0.3 -0.4
H -1.08557 3.22037 0.04797 -0.2 -0.3 0.1
H -2.05243 1.92181 0.84813 0.0 0.2 -0.1
```
Positions in Å, forces in eV/Å.

Properties
energy: -15680.8530 eV
spin multiplicity: 2
HOMO energy (alpha / beta): -7.4 / -8.8 eV

***

[3]
The following is a DFT calculation (ωB97M-V/def2-TZVPD) of a molecular structure, C27H28N6O13PtS4.

Structure (XYZ):
```
79
Properties=species:S:1:pos:R:3:forces:R:3
Pt 1.27900 -0.09240 1.88114 0.0 0.3 -0.1
C -4.90912 2.21775 -1.77650 0.0 0.0 0.0
C -4.45700 1.45449 -0.56041 0.0 0.0 0.0
C -5.34764 1.14214 0.46320 0.0 0.0 0.0
C -4.94129 0.39919 1.56160 0.0 0.0 0.0
C -3.63128 -0.05055 1.63872 0.0 -0.1 0.0
C -2.72525 0.26740 0.63982 0.0 0.1 0.0
C -3.13958 1.02325 -0.44572 0.0 0.0 0.0
S -3.13730 -1.09883 2.99778 0.2 -0.1 0.1
O -3.34764 -2.46229 2.56680 0.0 0.0 -0.2
O -3.96493 -0.68244 4.11955 0.0 0.1 0.0
N -1.58012 -0.86440 3.11600 -0.1 0.3 0.0
C -0.99368 0.05306 3.90371 0.3 -0.1 0.1
C -1.56462 0.66805 5.05466 0.0 -0.1 -0.1
C -0.82059 1.48918 5.85459 -0.1 0.0 0.0
C 0.52137 1.73128 5.56336 0.1 0.0 0.0
C 1.02885 1.14621 4.43587 0.1 0.0 0.0
N 0.30997 0.36264 3.60963 -0.2 0.0 0.0
H -5.79495 2.81743 -1.56210 0.0 0.0 0.0
H -5.15821 1.53083 -2.58981 0.0 0.0 0.0
H -4.12333 2.88360 -2.13741 0.0 0.0 0.0
H -6.37473 1.48622 0.39918 0.0 0.0 0.0
H -5.62983 0.16120 2.36166 0.0 0.0 0.0
H -1.69416 -0.04228 0.72049 0.1 0.0 0.0
H -2.40962 1.28939 -1.20326 0.0 0.0 0.0
H -2.58987 0.43924 5.28772 0.0 0.0 0.0
H -1.28023 1.93390 6.73048 0.0 0.0 0.0
H 1.15447 2.34680 6.18511 0.0 0.0 0.0
H 2.06139 1.29134 4.15034 0.0 0.0 0.0
O 2.57251 2.27593 -0.04297 0.1 0.0 0.1
S 1.65107 1.21327 -0.35043 -0.2 0.1 -0.6
O 1.23279 1.19411 -1.74266 -0.3 -0.1 -0.1
O 2.20848 -0.16420 0.04421 0.1 0.0 0.1
O 0.41654 1.24153 0.57762 0.1 -0.1 0.2
C 0.11687 3.24045 -6.15392 0.0 0.0 0.0
C -0.36481 2.40905 -4.97637 0.0 0.0 0.1
S -0.75410 0.75701 -5.50729 0.1 0.0 -0.3
O 0.46879 0.11285 -5.93741 -0.1 0.0 0.0
O -1.85279 0.81461 -6.44873 0.0 0.0 0.1
C -1.27750 0.00764 -3.99078 0.0 0.1 0.2
C -1.26478 -1.50924 -4.06212 0.1 -0.2 0.1
N -1.29557 -2.07679 -2.71897 0.1 0.2 0.1
C -0.20208 -2.38134 -1.96633 0.0 -0.1 0.1
N -0.52156 -2.74053 -0.73043 -0.2 0.0 -0.4
C -1.87310 -2.64713 -0.65727 0.0 -0.1 0.2
C -2.37321 -2.23924 -1.86304 -0.1 0.0 0.0
N -3.71890 -1.95469 -2.19266 -0.1 0.0 0.1
O -3.95505 -1.37606 -3.25527 0.0 0.0 0.0
O -4.57778 -2.28720 -1.39833 0.1 0.0 0.0
C 1.19056 -2.31362 -2.48230 0.0 0.0 0.0
H 0.34978 4.24988 -5.81564 0.0 0.0 0.0
H -0.64523 3.29877 -6.93085 0.0 0.0 0.0
H 1.01939 2.80653 -6.58310 0.0 0.0 0.0
H -1.27916 2.80847 -4.53337 0.0 0.0 0.0
H 0.38281 2.30411 -4.18819 0.1 0.0 0.0
H -2.26801 0.39007 -3.74386 0.0 0.0 0.0
H -0.55790 0.34835 -3.24202 0.1 0.0 0.1
H -0.34640 -1.85260 -4.53361 0.0 0.0 0.0
H -2.11387 -1.87965 -4.62591 0.0 0.0 0.0
H -2.42398 -2.85495 0.24628 0.0 0.0 0.1
H 1.28632 -2.77342 -3.46762 0.0 0.0 0.0
H 1.83015 -2.83184 -1.77272 0.0 0.0 0.0
H 1.52028 -1.27578 -2.54252 0.0 0.1 0.0
O 5.87251 -1.85466 5.87651 0.0 0.0 0.0
S 5.43144 -0.75057 5.06100 0.0 0.0 0.0
O 5.77705 0.57296 5.51317 0.0 0.0 0.0
N 3.83944 -0.85893 4.73558 0.0 -0.1 0.0
C 3.62771 -1.11365 3.46388 0.0 0.1 -0.2
O 2.50318 -1.34547 2.94011 -0.2 -0.3 0.3
C 4.87262 -1.17026 2.61892 0.0 0.1 0.0
C 4.96668 -1.33626 1.24890 0.0 0.0 0.0
C 6.23835 -1.32876 0.68774 0.0 0.0 0.0
C 7.37266 -1.15841 1.47840 0.0 0.0 0.0
C 7.26749 -0.97742 2.85369 0.0 0.0 0.0
C 5.99783 -0.98403 3.39223 0.0 0.0 0.0
H 4.06999 -1.42794 0.65030 0.0 0.0 0.0
H 6.34974 -1.44274 -0.38331 0.0 0.0 0.0
H 8.35064 -1.15269 1.01214 0.0 0.0 0.0
H 8.14197 -0.82694 3.47311 0.0 0.0 0.0
```
Positions in Å, forces in eV/Å.

Properties
energy: -110600.3396 eV
net charge: -2
HOMO energy: -3.3 eV

***

[4]
The following is a DFT calculation (ωB97M-V/def2-TZVPD) of a molecular structure, C3H15CrN2O7 at a distorted geometry.

Structure (XYZ):
```
28
Properties=species:S:1:pos:R:3:forces:R:3
Cr -0.36838 0.61386 -0.41799 -2.6 -1.4 -0.8
C 3.75434 1.04515 0.00444 -1.6 0.1 -0.1
C 2.26745 0.95327 -0.28368 4.9 -0.4 -0.2
O 1.66533 0.04959 -0.89845 -0.4 0.4 -0.2
O 1.52628 1.85870 0.11179 -1.5 1.2 0.4
H 4.01620 2.10316 0.01632 0.2 0.0 -0.4
H 4.31475 0.44907 -0.71579 0.1 0.0 0.4
H 3.81978 0.75993 1.05442 0.5 -0.5 0.0
C -0.36766 -2.41099 0.65132 -1.2 1.0 -1.0
O -0.56002 -1.40656 0.02852 0.1 5.0 -2.9
N -1.27928 -3.28122 0.73531 -4.7 -3.8 0.2
N 0.64375 -2.77263 1.29976 6.2 -0.9 4.2
H -2.23428 -3.02039 0.53519 0.2 -0.6 -0.2
H -1.00685 -4.17487 1.11906 -1.0 -0.1 -0.2
H 0.37686 -3.33907 2.09223 0.8 -0.2 0.0
H 1.45539 -2.20177 1.48806 -0.2 0.0 -0.5
O -0.79908 0.70263 -2.70267 0.2 0.0 0.2
H -0.34446 0.35125 -3.46823 0.3 -0.3 -0.3
H -1.61036 1.07036 -3.05316 -0.3 0.1 -0.1
O -1.31186 2.72240 -0.95882 0.5 -0.4 0.1
H -2.17392 3.04849 -0.70046 -0.2 0.1 0.4
H -1.06422 3.26550 -1.70713 0.4 0.3 -0.3
O -2.53608 0.37595 -0.26883 -0.3 0.1 0.1
H -3.27162 0.75204 -0.75234 -0.2 0.1 -0.4
H -2.91235 0.10641 0.56902 -0.1 -0.3 0.2
O -0.69111 0.71289 1.69257 0.2 0.3 0.7
H -1.40225 0.73851 2.33277 -0.4 0.1 0.2
H 0.09353 0.92828 2.19672 0.3 0.2 0.4
```
Positions in Å, forces in eV/Å.

Properties
energy: -49072.9361 eV
net charge: +2
spin multiplicity: 6
HOMO energy (alpha / beta): -15.7 / -17.0 eV

***

[5]
The following is a DFT calculation (ωB97M-V/def2-TZVPD) of a single C2H5N3O2 molecule at a distorted geometry.

Structure (XYZ):
```
12
Properties=species:S:1:pos:R:3:forces:R:3
C -1.87665 -0.28221 -0.58038 3.6 -1.8 1.0
C 0.39633 0.53348 -0.06086 0.2 -1.0 3.2
H 1.06520 -1.92331 -0.67233 -2.1 0.3 0.9
H -0.12088 -2.29411 0.66915 1.2 1.3 -3.3
H -2.53209 -1.20869 -0.50525 0.7 1.0 -0.5
H -0.24780 1.49729 -0.07944 2.0 -1.3 -0.3
H 2.90122 0.67836 1.64321 -2.4 3.6 -2.2
N 0.03073 -1.89120 -0.38712 0.1 -1.0 2.6
N -0.44504 -0.55670 -0.41352 -0.6 -0.2 -0.5
N 1.48071 0.21081 0.67450 -4.2 0.4 -3.8
O -2.15310 0.86575 -0.58875 -2.1 1.3 -0.4
O 2.19704 1.30956 1.04815 3.7 -2.7 3.3
```
Positions in Å, forces in eV/Å.

Properties
energy: -10716.0159 eV
HOMO energy: -8.4 eV
SMILES: NN(C=O)/C=N/O

***

[6]
The following is a DFT calculation (ωB97M-V/def2-TZVPD) of a single C16H27N3O3S molecule at a distorted geometry.

Structure (XYZ):
```
50
Properties=species:S:1:pos:R:3:forces:R:3
C 1.89254 -5.65675 4.03717 0.0 0.0 0.0
C 0.91890 -5.04920 3.37586 -0.1 0.0 0.0
C 1.17252 -4.39359 2.05709 0.0 0.4 0.0
H 2.19639 -4.55036 1.72225 0.0 0.0 0.0
H 0.46191 -4.72439 1.30090 0.1 -0.1 0.0
S 0.96427 -2.56449 2.14024 0.5 0.0 0.2
C -0.65404 -2.45059 1.56664 -0.4 -0.6 -0.3
N -1.43046 -3.40151 1.14099 1.4 -0.2 0.5
N -2.58358 -2.80927 0.76082 -1.2 0.9 -0.3
C -2.45842 -1.54156 0.96427 -0.4 -0.6 0.0
C -3.42558 -0.46461 0.66393 0.1 0.1 -0.2
H -4.43270 -0.85577 0.80989 0.1 0.0 0.1
H -3.24720 0.35551 1.36129 -0.1 0.0 0.0
C -3.27833 0.05105 -0.77795 0.1 0.2 0.1
C -1.85144 0.50892 -1.09767 -0.1 -0.1 -0.2
C -0.99298 -0.60494 -1.70608 0.3 0.2 0.2
H -1.21777 -1.56186 -1.23421 0.0 -0.1 0.0
H -1.22786 -0.71131 -2.76826 0.0 -0.1 0.0
C 0.50287 -0.32915 -1.53442 -0.2 -0.2 0.0
N 0.91822 0.89533 -2.17389 0.0 0.0 -0.3
C 1.09168 2.04919 -1.48416 0.1 -0.2 -0.4
O 1.07358 2.13141 -0.28020 0.0 0.1 0.4
O 1.30683 3.05501 -2.35429 0.0 0.0 -0.2
C 1.59111 4.38971 -1.87150 0.1 0.6 0.3
C 0.40707 4.92497 -1.06598 0.1 -0.3 -0.1
H -0.50095 4.88510 -1.66436 -0.1 0.0 -0.1
H 0.26545 4.32715 -0.17007 0.0 0.0 0.0
H 0.59539 5.95550 -0.77853 0.0 0.1 0.0
C 1.78694 5.21228 -3.14595 -0.1 -0.4 0.3
H 2.00867 6.24417 -2.89093 0.0 0.1 0.0
H 0.88544 5.18168 -3.75228 -0.1 0.0 -0.1
H 2.60889 4.80534 -3.72891 0.1 0.0 -0.1
C 2.86900 4.39055 -1.03312 -0.2 -0.2 -0.1
H 3.11957 5.40846 -0.74803 0.0 0.1 0.0
H 2.72755 3.79539 -0.13538 0.0 0.0 0.0
H 3.69225 3.97065 -1.60730 0.1 0.0 -0.1
H 0.86016 0.96114 -3.17744 0.1 0.1 0.1
H 0.74250 -0.21761 -0.47388 0.0 -0.1 -0.1
H 1.08660 -1.15890 -1.94557 0.0 0.1 0.1
H -1.88572 1.34650 -1.79688 0.0 0.1 0.1
H -1.37255 0.87322 -0.18665 0.0 0.1 0.0
H -3.57760 -0.73644 -1.47149 -0.1 0.0 0.0
H -3.97231 0.88458 -0.89654 -0.1 0.0 0.0
O -1.24212 -1.23986 1.49329 0.2 0.1 0.0
C -0.48510 -4.96090 3.88475 0.0 -0.1 0.1
H -0.63032 -5.61287 4.74119 0.0 0.0 0.1
H -1.19042 -5.22674 3.09950 -0.1 0.0 0.0
H -0.70485 -3.93787 4.19125 -0.1 0.1 0.0
H 1.71518 -6.14600 4.97920 -0.1 -0.1 0.2
H 2.90083 -5.69628 3.66139 0.2 0.0 -0.1
```
Positions in Å, forces in eV/Å.

Properties
energy: -38478.3960 eV
HOMO energy: -8.7 eV
SMILES: C=C(C)CSc1nnc(CCCCCNC(=O)OC(C)(C)C)o1